23
Properties=species:S:1:pos:R:3:forces:R:3 method="wB97M-V/def2-TZVPD" de_lowest_kj_mol=195.79 e_tot_ev=-9558.1523 smiles=Cc1ccccc1.CC orbital_gap_ev=9.8 homo_ha=-0.3229
C 1.607539 -2.517764 0.306579 -2.26 -2.43 -0.27
C 0.461274 -1.740162 -0.208980 -1.40 1.58 -1.34
C 0.756702 -0.729898 -1.151066 -2.76 0.51 -0.69
C -0.286476 0.075062 -1.784237 -0.52 -2.70 2.70
C -1.641457 -0.163688 -1.339184 2.38 -0.54 -0.10
C -1.917808 -1.187294 -0.388751 1.42 0.33 1.22
C -0.915683 -1.942223 0.246862 2.81 2.34 -3.55
H 1.336728 -2.511536 1.368111 1.53 -0.68 0.16
H 2.552599 -2.272548 -0.086857 1.25 1.30 0.44
H 1.543996 -3.544705 -0.182015 -0.38 0.66 1.21
H 1.776478 -0.503882 -1.413403 0.26 -0.19 -0.03
H 0.018715 0.809013 -2.506431 -0.30 0.32 -0.12
H -2.406502 0.494321 -1.686967 -0.56 0.08 -0.23
H -2.835678 -1.316387 0.156334 -0.89 0.35 -0.71
H -1.082391 -2.617770 1.020376 -0.57 -1.08 1.13
C 0.805712 2.145874 0.939556 2.23 -0.73 -0.35
C -0.579689 2.825115 1.024696 -0.28 -0.42 -2.22
H 1.751544 2.741074 0.500085 -2.57 -1.12 0.01
H 1.320019 1.951278 1.937380 -1.31 -0.14 -0.83
H 0.588197 1.126895 0.386125 1.24 2.09 1.23
H -1.198896 2.375924 0.151811 0.57 0.22 1.86
H -0.999046 2.630406 2.014274 -0.39 0.24 -0.41
H -0.655888 3.872894 0.695691 0.53 -0.02 0.89

=====

55
Properties=species:S:1:pos:R:3:forces:R:3 method="wB97M-V/def2-TZVPD" de_lowest_kj_mol=214.96 e_tot_ev=-34875.1476 smiles="CC1(C)OC(=O)C(=Cc2ccccc2)C(=O)O1.CN1CCCN2CCCN=C12" orbital_gap_ev=6.9 homo_ha=-0.2819
C -1.616492 5.025404 6.105282 -0.06 0.01 0.13
C -2.117975 3.749979 5.455260 0.04 -0.78 -0.24
C -3.195332 3.064105 6.291270 0.16 0.09 -0.29
O -2.672495 4.020258 4.160414 0.57 0.37 0.10
C -1.775614 4.379742 3.174866 -0.40 -0.33 -0.90
O -2.171870 4.988982 2.205870 0.12 -0.34 0.79
C -0.386878 3.897366 3.321881 -0.28 -0.36 0.05
C 0.457489 4.026791 2.245324 -0.48 1.11 0.47
C 1.876252 4.233843 2.336878 1.36 -0.32 -0.31
C 2.557676 4.417801 3.567900 0.08 -0.03 -0.73
C 3.954830 4.440657 3.586963 -0.24 0.15 -0.09
C 4.683649 4.342678 2.388984 -0.05 0.09 -0.18
C 4.014535 4.266537 1.154007 0.07 0.28 0.03
C 2.625561 4.249600 1.129278 -0.45 -0.08 0.64
C -0.079774 2.937855 4.397954 0.89 -0.12 0.66
O 0.921079 2.254728 4.481138 -1.08 0.57 0.03
O -1.070320 2.755598 5.333251 -0.05 0.50 -0.19
H -0.866395 5.532251 5.493259 -0.05 -0.07 0.06
H -2.469794 5.695913 6.254270 0.19 -0.07 -0.08
H -1.193508 4.782730 7.084701 0.02 0.06 -0.18
H -3.513127 2.144693 5.790244 0.06 0.18 0.08
H -2.773874 2.810567 7.268124 -0.08 0.05 -0.15
H -4.055791 3.724611 6.420878 0.12 -0.06 -0.03
H 0.009087 4.196522 1.258254 0.08 0.30 0.47
H 1.969207 4.582985 4.471760 0.34 -0.26 -0.22
H 4.471924 4.566461 4.545811 -0.17 -0.06 -0.48
H 5.785201 4.395694 2.406456 -0.69 -0.13 0.03
H 4.560905 4.248968 0.199829 -0.15 0.02 0.61
H 2.054893 4.232691 0.194061 0.39 -0.18 0.26
C -1.857836 1.792337 1.529665 -0.33 0.36 -0.04
N -1.377075 0.442242 1.535092 -0.24 0.32 -0.18
C -2.331510 -0.602705 1.788227 0.24 0.10 0.28
C -1.839069 -1.858378 1.124137 -0.53 -0.37 -0.43
C -0.451360 -2.188748 1.588941 0.15 -0.05 0.40
N 0.412358 -1.023747 1.639800 0.10 -0.43 -0.12
C 1.816888 -1.368534 1.707950 0.16 0.27 -0.31
C 2.618765 -0.173973 2.148510 0.59 0.00 0.62
C 2.148103 1.103289 1.500705 0.24 0.38 -0.21
N 0.735294 1.350092 1.623704 -0.56 -1.66 -0.40
C -0.022779 0.272896 1.609827 0.61 1.04 0.03
H -1.002932 2.410299 1.255164 -0.58 -0.04 0.05
H -2.667829 1.920658 0.800925 0.08 -0.10 0.10
H -2.241467 2.084151 2.519658 0.07 -0.06 -0.24
H -2.459306 -0.766680 2.871332 -0.08 0.00 -0.06
H -3.293115 -0.273997 1.383265 0.09 -0.12 0.04
H -2.511112 -2.685973 1.357936 0.05 -0.07 -0.08
H -1.839013 -1.719564 0.039027 -0.06 0.05 0.05
H -0.493813 -2.632273 2.595848 0.02 -0.05 -0.10
H 0.008458 -2.934523 0.926039 -0.05 0.12 0.09
H 1.957035 -2.199402 2.412626 -0.11 0.07 -0.14
H 2.154581 -1.703759 0.713348 -0.06 -0.08 0.15
H 2.523005 -0.050952 3.231567 -0.03 -0.03 -0.01
H 3.682222 -0.337277 1.933217 -0.16 0.00 0.06
H 2.639738 1.945940 1.984195 0.27 -0.19 -0.01
H 2.464537 1.130269 0.440589 -0.12 -0.03 0.12

=====

17
Properties=species:S:1:pos:R:3:forces:R:3 method="wB97M-V/def2-TZVPD" de_lowest_kj_mol=174.52 e_tot_ev=-9441.2342 smiles="C=CCC.O=CO" orbital_gap_ev=10.4 homo_ha=-0.3489
C 0.922814 1.523886 0.263434 -0.35 0.19 0.14
C -0.168412 0.776416 0.403446 -0.03 0.45 0.04
C -1.147254 0.487800 -0.707974 -0.04 0.13 -0.04
C -2.052201 -0.728447 -0.498268 0.00 0.00 0.03
H 1.605909 1.706189 1.086662 -0.15 0.05 -0.09
H 1.199260 1.940748 -0.705367 -0.07 -0.01 0.17
H -0.403392 0.352594 1.383260 0.02 0.12 -0.16
H -0.606217 0.389767 -1.660323 -0.08 0.05 0.18
H -1.772149 1.383709 -0.805462 -0.04 -0.11 -0.09
H -2.817772 -0.768705 -1.281442 0.14 -0.03 0.13
H -1.484338 -1.664396 -0.527202 -0.08 0.18 0.02
H -2.574604 -0.674292 0.465053 0.11 0.01 -0.14
O 3.082367 -0.518627 0.423243 -0.35 -0.09 -0.32
C 2.153937 -0.731081 -0.308948 0.40 -0.37 0.07
O 1.097820 -1.504329 0.006438 0.41 -0.30 0.05
H 2.058262 -0.364813 -1.339738 0.07 -0.11 0.10
H 1.186169 -1.701440 0.953462 0.01 -0.15 -0.11

=====

8
Properties=species:S:1:pos:R:3:forces:R:3 method="wB97M-V/def2-TZVPD" s2=0.758 e_tot_ev=-82948.9032 multiplicity=2 orbital_gap_ev="7.2 / 5.3" total_charge=+2 homo_ha="-0.7737 / -0.7663"
Sn 3.339389 1.216269 1.853225 -1.02 -0.37 -0.37
As -0.511451 -0.194031 -0.255715 -4.66 -2.98 0.05
F 0.864239 0.364209 0.777285 0.98 0.27 0.05
F -1.128751 1.495139 -0.298235 1.41 -1.52 -0.13
F -1.887201 -0.648081 -1.337625 2.92 0.88 1.85
F 0.125649 -1.893421 -0.292195 -0.10 2.89 -0.33
F -1.384181 -0.635561 1.252575 1.46 1.11 -2.29
F 0.582309 0.295479 -1.699315 -0.98 -0.29 1.18